This record from the OMol25 dataset describes a molecular structure, C31H49FKN13O3. The level of theory is wB97M-V/def2-TZVPD.

Each line ends with the Löwdin charge.
CARTESIAN COORDINATES (ANGSTROEM)
K  -0.7836  1.6184  0.4752  0.736
N  -1.0294  4.1377  -0.6390  -0.034
C  -0.7749  4.7261  0.6690  -0.277
C  -2.0190  4.6342  1.5488  -0.203
N  -2.2629  3.2909  2.0598  -0.220
C  -1.6468  3.0987  3.3672  -0.205
C  -1.4083  1.6423  3.7557  -0.250
N  -0.2268  1.0862  3.1045  -0.032
C  -3.6739  2.9394  2.0609  -0.200
C  -4.2366  2.6337  0.6808  -0.269
N  -3.5789  1.4810  0.0855  -0.020
H  -0.1790  3.8099  -1.0873  0.013
H  -1.4786  4.8028  -1.2534  0.073
H  -0.4591  5.7781  0.6039  0.109
H  0.0488  4.1929  1.1514  0.078
H  -2.8764  4.9449  0.9476  0.109
H  -1.9487  5.3533  2.3839  0.118
H  -2.2590  3.5843  4.1511  0.122
H  -0.6736  3.5959  3.3517  0.087
H  -2.2556  1.0143  3.4741  0.095
H  -1.3429  1.6006  4.8521  0.112
H  -0.2843  0.0705  3.1357  0.046
H  0.6153  1.3905  3.5779  0.061
H  -4.2805  3.7391  2.5258  0.124
H  -3.8046  2.0468  2.6748  0.115
H  -4.0974  3.4947  0.0190  0.096
H  -5.3226  2.5007  0.8086  0.109
H  -4.0623  1.2013  -0.7587  0.074
H  -3.6298  0.6767  0.7169  0.030
C  -1.7288  -6.7880  -0.3147  -0.066
C  -2.7861  -5.7988  -0.7958  -0.207
N  -2.3170  -4.4229  -0.7721  -0.057
C  -2.5883  -3.6584  0.3514  0.022
C  -2.1439  -2.4088  0.5595  -0.020
C  -2.4062  -1.5795  1.8462  -0.655
O  -1.4593  -1.5873  2.6481  -0.008
O  -3.4206  -0.8563  1.8142  -0.031
C  -1.3469  -1.7716  -0.4665  -0.304
O  -0.9174  -0.6309  -0.3744  -0.065
C  -1.0135  -2.6096  -1.6292  -0.035
C  -0.1476  -2.0787  -2.5806  0.108
C  0.2486  -2.8441  -3.6411  -0.198
F  1.1406  -2.3502  -4.5142  0.052
C  -0.2341  -4.1417  -3.8177  -0.158
C  -1.1060  -4.6706  -2.8776  0.043
C  -1.4922  -3.9255  -1.7505  -0.135
N  0.1573  -4.9491  -4.9256  -0.117
C  0.9601  -6.1292  -4.6703  -0.122
C  0.4555  -7.2328  -5.6218  -0.077
N  -0.2214  -6.5423  -6.7700  0.039
C  0.6077  -5.3932  -7.2561  -0.073
C  0.5635  -4.3042  -6.1668  -0.128
H  -2.1108  -7.8090  -0.3593  0.074
H  -1.4514  -6.5686  0.7160  0.083
H  -0.8249  -6.7261  -0.9218  0.061
H  -3.6625  -5.8529  -0.1518  0.118
H  -3.1326  -6.0461  -1.8017  0.109
H  -3.2072  -4.1586  1.0860  0.142
H  0.2310  -1.0728  -2.4415  0.139
H  -1.4786  -5.6748  -3.0335  0.104
H  0.8450  -6.4447  -3.6370  0.131
H  2.0282  -5.9393  -4.8399  0.138
H  -0.2862  -7.8751  -5.1502  0.132
H  1.2588  -7.8444  -6.0286  0.132
H  -1.0869  -6.1413  -6.3970  0.182
H  -0.4432  -7.1969  -7.5164  0.181
H  0.2136  -5.0439  -8.2071  0.135
H  1.6132  -5.7798  -7.4131  0.134
H  -0.1657  -3.5353  -6.4174  0.143
H  1.5434  -3.8229  -6.1168  0.133
N  2.3775  0.1660  -5.1244  0.046
C  2.5778  0.6214  -4.0720  -0.460
N  2.9101  1.1088  -2.8979  0.023
C  1.9862  1.5932  -2.1179  -0.403
N  1.2077  2.0048  -1.3516  0.054
C  3.6818  5.7869  5.7898  -0.172
C  2.3386  6.1447  5.1806  -0.208
N  1.8050  4.9586  4.5389  0.053
C  2.5954  4.2184  3.6627  -0.383
N  2.0015  3.5842  2.7242  0.085
C  2.7698  2.7295  1.8367  -0.234
C  4.0899  2.2814  2.4483  -0.162
C  4.8055  3.5002  3.0004  -0.172
N  3.9472  4.1731  3.9611  -0.060
C  4.5832  5.2551  4.6901  -0.179
H  3.5396  5.0208  6.5539  0.118
H  4.1405  6.6600  6.2556  0.112
H  2.4666  6.9810  4.4768  0.118
H  1.6351  6.4666  5.9492  0.115
H  0.8746  5.0484  4.1602  0.112
H  2.9518  3.2547  0.8930  0.111
H  2.1651  1.8587  1.5744  0.088
H  4.7095  1.7806  1.7033  0.114
H  3.9057  1.5771  3.2636  0.117
H  5.0805  4.1789  2.1796  0.129
H  5.7272  3.2218  3.5170  0.118
H  4.8555  6.0756  4.0068  0.126
H  5.5151  4.8698  5.1110  0.119

Values from the calculation:
HOMO in eV: -6.74

This record from the OMol25 dataset describes 5 unconnected molecules or ions with the total composition C31H50BBrF12O13S. The level of theory is wB97M-V/def2-TZVPD.

Each line ends with the Löwdin charge.
CARTESIAN COORDINATES (ANGSTROEM)
C  1.9789  -3.3423  2.2113  -0.143
C  3.1008  -3.3356  1.0149  -0.170
B  3.2124  -1.8691  0.2134  -0.275
O  4.4591  -1.1074  0.4205  0.039
C  1.9529  -1.4146  -0.7703  -0.203
O  2.3574  -1.4547  -2.1998  -0.252
S  1.0030  -1.4379  -3.2379  0.836
O  1.3836  -0.4717  -4.4255  -0.370
O  0.7018  -2.8319  -3.8548  -0.369
C  -0.4208  -0.6680  -2.2966  -0.362
C  -1.7561  -0.3428  -3.1886  -0.591
Br  -2.5720  -2.0441  -3.9651  0.642
C  -1.5799  0.8493  -4.3005  -0.265
C  -2.0021  0.4367  -5.8321  -0.181
C  0.1839  0.6017  -1.4544  -0.114
C  1.2045  -0.0315  -0.3155  -0.223
C  2.1911  1.1666  0.2055  -0.171
C  3.2680  1.7190  -0.8996  -0.182
C  4.6762  2.1651  -0.1757  -0.208
C  5.9467  2.3505  -1.1947  -0.174
C  6.0753  1.2116  -2.3663  -0.250
O  7.4467  0.7519  -2.6390  -0.244
C  7.2481  -0.3923  -3.5889  -0.120
H  2.1375  -4.2704  2.9451  0.092
H  1.9558  -2.3783  2.8744  0.072
H  0.8982  -3.4908  1.7406  0.084
H  4.1323  -3.6067  1.5106  0.103
H  2.8382  -4.2059  0.2412  0.131
H  4.8027  -1.4435  1.3223  0.130
H  1.1445  -2.2854  -0.6535  0.151
H  -0.7556  -1.4744  -1.4823  0.143
H  -2.5821  0.0440  -2.4182  0.116
H  -0.4938  1.3380  -4.3189  0.117
H  -2.3041  1.7466  -3.9912  0.120
H  -3.1250  0.0615  -5.9403  0.074
H  -1.2166  -0.2845  -6.3139  0.087
H  -1.9566  1.4423  -6.4697  0.062
H  0.8385  1.2478  -2.2111  0.132
H  -0.6427  1.3023  -0.9966  0.144
H  0.5087  -0.3176  0.6109  0.134
H  1.4825  2.0910  0.4676  0.117
H  2.7594  0.9285  1.2204  0.115
H  3.3786  0.8990  -1.7268  0.104
H  2.8606  2.6912  -1.4600  0.132
H  5.0194  1.4622  0.6963  0.102
H  4.4831  3.2374  0.3103  0.120
H  6.9381  2.2790  -0.5369  0.122
H  5.9600  3.4615  -1.6312  0.118
H  5.4737  0.2581  -1.9769  0.117
H  5.4872  1.5990  -3.3019  0.133
H  8.2606  -0.8524  -3.9670  0.102
H  6.5696  0.0310  -4.4750  0.104
H  6.5860  -1.2556  -3.0976  0.101
C  2.6025  5.3002  5.3881  -0.063
C  3.2614  3.9520  5.1581  -0.208
O  2.2740  2.9385  4.9168  0.012
C  1.7536  2.8942  3.6493  -0.322
O  2.0822  3.6618  2.7478  0.138
C  0.7545  1.7467  3.5155  -0.470
F  -0.1274  1.6920  4.5549  0.146
F  1.3721  0.5314  3.4770  0.133
F  -0.0004  1.8260  2.3834  0.111
H  1.8657  5.2350  6.1950  0.085
H  3.3481  6.0563  5.6475  0.085
H  2.0661  5.6370  4.4957  0.077
H  3.8086  3.6549  6.0590  0.128
H  3.9886  3.9900  4.3382  0.128
C  -1.9203  -0.4918  2.0816  -0.059
C  -2.4333  -1.2083  3.3178  -0.195
O  -3.7342  -1.7658  3.0787  0.013
C  -3.7646  -2.9490  2.3870  -0.323
O  -2.7613  -3.5261  1.9747  0.139
C  -5.1990  -3.4538  2.2431  -0.469
F  -6.0642  -2.4764  1.8467  0.143
F  -5.6905  -3.9427  3.4174  0.137
F  -5.3216  -4.4593  1.3311  0.144
H  -2.6415  0.2604  1.7466  0.095
H  -0.9648  -0.0021  2.2866  0.040
H  -1.7791  -1.1881  1.2494  0.072
H  -2.5409  -0.4900  4.1375  0.129
H  -1.7348  -1.9821  3.6579  0.129
C  -4.4195  -5.6089  5.8378  -0.072
C  -4.0325  -6.2578  7.1545  -0.207
O  -2.6668  -5.9632  7.4839  0.011
C  -2.4319  -4.7279  8.0300  -0.324
O  -3.3097  -3.8929  8.2356  0.142
C  -0.9534  -4.5623  8.3754  -0.472
F  -0.1283  -4.9663  7.3669  0.139
F  -0.5984  -5.2916  9.4718  0.144
F  -0.6109  -3.2718  8.6494  0.140
H  -3.7256  -5.9055  5.0448  0.087
H  -5.4339  -5.8955  5.5484  0.084
H  -4.3757  -4.5176  5.9053  0.072
H  -4.1095  -7.3463  7.0614  0.127
H  -4.7028  -5.9566  7.9682  0.128
C  -6.4136  4.7079  -7.4469  -0.065
C  -5.7491  4.4255  -8.7823  -0.211
O  -4.3701  4.8230  -8.7577  0.011
C  -3.5032  3.9529  -8.1486  -0.319
O  -3.8476  2.8899  -7.6377  0.135
C  -2.0690  4.4715  -8.2333  -0.469
F  -1.9654  5.7908  -7.9018  0.141
F  -1.5552  4.3544  -9.4911  0.146
F  -1.2117  3.8064  -7.4084  0.136
H  -6.2872  5.7593  -7.1697  0.084
H  -7.4811  4.4771  -7.4892  0.083
H  -5.9637  4.1130  -6.6462  0.076
H  -6.2366  5.0167  -9.5647  0.127
H  -5.8453  3.3715  -9.0689  0.127

Values from the calculation:
SMILES: CCB(O)[C@@H]1OS(=O)(=O)[C@H]([C@H](Br)CC)C[C@@H]1CCCCCOC.CCOC(=O)C(F)(F)F.CCOC(=O)C(F)(F)F.CCOC(=O)C(F)(F)F.CCOC(=O)C(F)(F)F
HOMO in eV: -9.60

This record from the OMol25 dataset describes 4 unconnected molecules or ions with the total composition C31H50BrClN2O8S2. The level of theory is wB97M-V/def2-TZVPD.

Each line ends with the Löwdin charge.
CARTESIAN COORDINATES (ANGSTROEM)
C  -2.5394  0.4225  4.2357  -0.040
C  -1.0539  -0.0046  4.3269  -0.405
O  -0.8950  -0.6318  5.6020  -0.022
C  -0.1511  1.1912  4.1836  -0.124
O  1.2453  0.8247  4.2317  -0.017
C  1.9581  1.8504  3.6564  -0.168
C  2.3008  2.9886  4.3592  -0.267
O  1.9368  3.1391  5.6919  0.013
C  3.0016  4.0299  3.7698  -0.521
S  3.3910  5.4680  4.7608  0.822
C  3.3583  3.9530  2.4338  -0.116
C  3.0021  2.8233  1.7450  -0.419
C  2.3199  1.7678  2.3202  -0.170
N  2.0021  0.6659  1.5167  -0.034
C  2.2171  -0.6817  1.9843  -0.205
C  3.2629  -1.4532  1.1595  -0.698
C  3.2296  -2.9569  1.4704  -0.154
Br  5.0823  -0.7881  1.5213  0.683
C  1.3568  0.8961  0.2919  -0.231
C  0.1974  0.2268  -0.0392  -0.035
C  -0.3959  0.5162  -1.2479  -0.599
Cl  -1.8580  -0.3787  -1.6116  0.735
C  0.1269  1.4456  -2.1182  -0.242
C  -0.5124  1.8273  -3.4553  -0.126
O  -1.9526  1.9390  -3.4088  -0.156
N  -2.3293  2.7102  -2.3182  -0.036
O  -3.4900  2.8735  -2.3334  0.060
C  1.2888  2.1110  -1.7691  -0.037
C  1.8985  1.8363  -0.5677  -0.416
S  3.3827  2.6667  -0.0045  1.033
H  -2.8029  0.9850  5.1410  0.090
H  -3.1630  -0.4779  4.1822  0.074
H  -2.7392  1.0818  3.3821  0.083
H  -0.9203  -0.7393  3.5138  0.139
H  -1.6604  -1.2188  5.6594  0.082
H  -0.3561  1.6207  3.1873  0.141
H  -0.3648  1.9856  4.9126  0.141
H  1.2857  3.8560  5.6808  0.100
H  3.0401  6.4608  3.9135  -0.123
H  3.8994  4.7649  1.9584  0.112
H  2.6019  -0.6701  3.0075  0.126
H  1.3274  -1.3326  2.0063  0.121
H  3.0865  -1.3620  0.0827  0.067
H  4.0368  -3.4346  0.9094  0.065
H  2.2500  -3.3385  1.1533  0.080
H  3.3712  -3.1525  2.5400  0.081
H  -0.2300  -0.4889  0.6556  0.118
H  -0.1474  2.8340  -3.6916  0.120
H  -0.2615  1.1148  -4.2439  0.131
H  1.7398  2.8710  -2.4036  0.125
C  3.1198  -5.0211  -3.2159  -0.076
C  2.5323  -4.4252  -1.9482  -0.279
O  2.9648  -3.1018  -1.6884  -0.183
C  2.6293  -2.1318  -2.6659  -0.259
C  1.1337  -1.9559  -2.8605  -0.070
H  4.2071  -4.9306  -3.2145  0.084
H  2.8532  -6.0756  -3.2970  0.078
H  2.7484  -4.5148  -4.1086  0.067
H  2.8580  -5.0184  -1.0920  0.115
H  1.4376  -4.4743  -1.9642  0.111
H  3.1255  -2.3576  -3.6162  0.112
H  3.0545  -1.1904  -2.3103  0.116
H  0.6742  -2.8420  -3.3032  0.076
H  0.9334  -1.1124  -3.5228  0.074
H  0.6455  -1.7778  -1.9039  0.051
C  -2.0437  6.3968  -5.4582  -0.078
C  -1.2421  5.5644  -6.4449  -0.281
O  -1.2667  4.1756  -6.1681  -0.169
C  -2.5428  3.5558  -6.2073  -0.286
C  -3.2178  3.6323  -7.5660  -0.075
H  -1.7455  6.1707  -4.4329  0.080
H  -1.8869  7.4600  -5.6451  0.077
H  -3.1138  6.1993  -5.5404  0.068
H  -0.1935  5.8606  -6.3908  0.117
H  -1.5681  5.7559  -7.4730  0.107
H  -3.1888  3.9653  -5.4234  0.107
H  -2.3748  2.5098  -5.9533  0.107
H  -3.4908  4.6574  -7.8239  0.066
H  -4.1302  3.0350  -7.5695  0.078
H  -2.5506  3.2647  -8.3474  0.083
C  -4.8296  -4.5576  3.2105  -0.078
C  -3.4747  -3.9021  3.0052  -0.283
O  -2.6835  -3.8502  4.1799  -0.176
C  -2.3322  -5.0977  4.7541  -0.278
C  -1.4998  -5.9776  3.8378  -0.078
H  -5.3564  -4.0972  4.0478  0.083
H  -5.4388  -4.4564  2.3115  0.078
H  -4.7329  -5.6226  3.4282  0.067
H  -3.6258  -2.8647  2.7011  0.111
H  -2.9234  -4.3890  2.1934  0.108
H  -3.2282  -5.6261  5.0975  0.108
H  -1.7494  -4.8625  5.6454  0.119
H  -2.0735  -6.3154  2.9727  0.066
H  -1.1545  -6.8625  4.3732  0.078
H  -0.6332  -5.4299  3.4636  0.080

Values from the calculation:
SMILES: C[C@H](O)COc1c(O)c(S)cc2c1N(C[C@H](C)Br)c1cc(Cl)c(CON=O)cc1S2.CCOCC.CCOCC.CCOCC
HOMO in eV: -7.88